(1)
10
Properties=species:S:1:pos:R:3 method="wB97M-V/def2-TZVPD" energy_ha=-665.1902 e_homo_ev="-10.2 / -10.2" e_above_lowest_kcal_mol=122.7 homo_lumo_gap_ev="8.958 / 8.957"
C -0.52996 -1.11886 1.25766
C 0.55544 -0.72670 0.63994
C 0.87959 0.90219 -0.27795
O -0.26259 2.22484 -2.15447
O -0.93969 -0.08180 -2.05206
S -0.37623 0.99727 -1.38204
H -0.57381 -2.08227 1.53752
H -1.20605 -0.40338 1.62715
H 1.33452 -1.39620 0.36279
H 1.11877 1.68491 0.44147


(2)
10
Properties=species:S:1:pos:R:3 method="wB97M-V/def2-TZVPD" energy_ha=-665.3318 e_homo_ev=-9.4 e_above_lowest_kcal_mol=33.8 homo_lumo_gap_ev=9.603
C -1.37380 -0.51173 -0.38109
C -0.52984 0.29100 0.53090
C 1.69800 0.29431 -0.25909
H -1.18821 -0.41681 -1.49056
H -0.07040 -0.38590 1.31912
H -1.14735 1.08483 0.98473
H 2.47780 1.01193 -0.63552
O -2.35417 -1.09568 -0.02788
O 0.58461 1.00364 -0.10815
S 1.90336 -1.27558 0.06754


(3)
11
Properties=species:S:1:pos:R:3 method="wB97M-V/def2-TZVPD" energy_ha=-1063.5487 e_homo_ev=-9.2 e_above_lowest_kcal_mol=9.7 homo_lumo_gap_ev=7.742
C -0.80589 1.03769 0.37540
C -0.13002 -0.20592 0.81697
C 0.33657 -1.03694 -0.37707
H 0.70844 1.75408 -1.32293
H -1.34085 1.43261 1.21904
H -1.60680 0.71015 -0.29213
H 1.44303 -2.35069 -0.93469
O 1.01766 -2.13794 -0.11232
O 0.04990 -0.69945 -1.53871
S 0.33290 2.31632 -0.15013
S -0.00494 -0.81990 2.31658


(4)
10
Properties=species:S:1:pos:R:3 method="wB97M-V/def2-TZVPD" energy_ha=-439.1717 e_homo_ev="-14.9 / -13.6" e_above_lowest_kcal_mol=136.2 homo_lumo_gap_ev="8.089 / 7.622" total_charge=+1
H -2.08111 -1.93043 0.24546
O -0.36808 0.18221 1.17591
O -0.27603 0.84418 -0.84852
C 1.00201 -0.34200 0.76755
C 1.08769 0.25019 -0.60044
C -1.05207 0.54091 0.14594
H 1.62726 0.27577 1.43652
H 1.84110 1.03642 -0.72637
H 1.21333 -0.46771 -1.42461
Tl -2.99409 -0.38954 -0.17144


(5)
10
Properties=species:S:1:pos:R:3 method="wB97M-V/def2-TZVPD" energy_ha=-2046.1291 e_homo_ev="-7.0 / -7.4" e_above_lowest_kcal_mol=149.4 homo_lumo_gap_ev="5.270 / 6.250"
C 0.38852 -0.54889 -1.87103
O 0.23014 1.36224 1.05041
C -0.57228 0.16534 0.99718
C -0.22586 -0.73067 -0.04943
O 1.08627 -1.48154 -1.29742
Zn 1.19263 1.78558 -0.79545
H 0.69078 1.40588 1.89081
H -1.64097 0.42748 0.99746
H -0.97033 -0.65034 -1.31284
H -0.17892 -1.73506 0.39030


(6)
10
Properties=species:S:1:pos:R:3 method="wB97M-V/def2-TZVPD" energy_ha=-342.3040 e_homo_ev=-9.6 e_above_lowest_kcal_mol=95.3 homo_lumo_gap_ev=8.909
O -0.31889 -1.25530 0.57010
C -0.72462 0.36744 -1.31734
C -0.14748 1.07289 -0.17044
O 1.06290 0.46923 0.30443
C 0.97013 -0.84397 0.53459
O 1.91346 -1.56559 0.70627
H -0.30272 -2.22410 0.61344
H -1.74923 0.78259 -1.43260
H -0.80137 1.28533 0.68771
H 0.14339 2.04458 -0.61372